1.
Below is a cluster of 2 separate species, C3H3FIN2P in total, with properties calculated with wB97M-V/def2-TZVPD.

The HOMO energy (alpha / beta) comes out at -9.604 / -8.268 eV. The value obtained for the frontier orbital gap (alpha / beta) is 8.49 / 4.86 eV. The energy above the lowest of the compared OMol25 structures with the same formula, charge and spin comes out at 0.000 eV. As for the total charge: 0. The calculation puts the total energy at -26245.235 eV.

```
11
Properties=species:S:1:pos:R:3:forces:R:3:lowdin_charge:R:1
C -0.597 -1.365 -0.275 -1.497 -3.908 -0.883 -0.182
C 0.002 -0.244 -0.640 2.981 2.253 -1.902 -0.205
C -1.096 0.019 1.282 1.323 -0.433 -2.453 -0.213
N -1.355 -1.188 0.887 0.690 0.028 -0.099 0.057
N -0.211 0.678 0.392 -1.000 -0.445 0.153 -0.340
F 0.264 2.607 -1.065 -0.135 0.373 -1.109 -0.368
P 0.467 2.247 0.446 0.035 -0.257 1.274 0.880
I 4.007 -0.937 -0.713 -0.084 0.020 0.014 0.008
H -0.606 -2.406 -0.825 -0.015 2.498 1.195 0.141
H 0.685 0.082 -1.554 -1.697 -1.059 2.244 0.135
H -1.558 0.508 2.065 -0.601 0.930 1.565 0.088
```
Forces are in eV/Å.

2.
Below is a structure of composition C3H3N2O3, with properties calculated with wB97M-V/def2-TZVPD.

The HOMO energy comes out at -4.943 eV. The value obtained for the frontier orbital gap is 8.87 eV. The energy above the lowest of the compared OMol25 structures with the same formula, charge and spin comes out at 3.559 eV. As for the total charge: -1. The calculation puts the total energy at -12280.605 eV.

```
11
Properties=species:S:1:pos:R:3:forces:R:3:lowdin_charge:R:1
C -0.672 -0.349 -0.099 2.067 1.509 0.698 0.023
C -2.136 -0.880 0.016 0.555 0.088 -0.860 -0.762
C 1.213 0.792 -0.463 0.985 1.731 0.087 -0.295
N 0.096 0.089 -0.990 -2.350 -1.014 1.559 0.078
N 1.410 0.380 0.962 2.847 -2.662 -1.885 -0.175
O -2.958 0.000 -0.195 -0.539 0.952 0.202 -0.009
O -2.227 -2.086 0.160 0.086 -1.287 0.489 -0.012
O 0.200 0.055 1.494 -1.597 -0.454 -2.592 -0.189
H 2.057 0.684 -1.203 -0.166 -0.347 1.408 0.111
H 1.070 1.891 -0.413 -0.669 -0.360 -0.387 0.103
H 1.946 -0.575 0.730 -1.217 1.844 1.280 0.129
```
Forces are in eV/Å.

3.
Below is a structure of composition C20H14FMgN6O2, with properties calculated with wB97M-V/def2-TZVPD.

The HOMO energy comes out at -5.327 eV. The value obtained for the frontier orbital gap is 7.67 eV. The energy above the lowest of the compared OMol25 structures with the same formula, charge and spin comes out at 0.309 eV. As for the total charge: -1. The calculation puts the total energy at -42170.402 eV.

```
44
Properties=species:S:1:pos:R:3:forces:R:3:lowdin_charge:R:1
Mg 0.512 0.608 0.591 0.069 0.063 0.083 0.655
O 0.705 -1.441 -3.154 -0.121 0.035 0.075 0.068
C -0.152 -1.378 -2.295 0.130 -0.281 -0.362 -0.436
N -0.057 -0.750 -1.086 0.306 0.317 0.077 0.085
C -1.166 -0.968 -0.371 -0.347 -0.286 -0.226 -0.464
O -1.315 -0.532 0.778 0.033 0.116 0.333 0.004
C -2.141 -1.789 -1.159 -0.060 -0.144 -0.193 -0.077
C -3.410 -2.258 -0.891 0.119 0.098 0.098 -0.008
C -4.038 -3.008 -1.881 -0.079 -0.038 -0.001 -0.088
C -3.405 -3.273 -3.089 -0.037 -0.045 -0.045 -0.086
C -2.123 -2.795 -3.350 0.110 0.076 0.018 -0.011
C -1.509 -2.049 -2.368 -0.206 0.019 0.169 -0.080
H -3.895 -2.045 0.053 -0.002 0.003 0.008 0.116
H -5.037 -3.390 -1.711 0.001 -0.001 -0.002 0.097
H -3.924 -3.858 -3.838 0.006 0.000 -0.009 0.096
H -1.623 -2.994 -4.289 0.015 -0.004 -0.022 0.115
C 1.404 -1.518 3.483 0.054 0.024 -0.002 -0.011
C 1.994 -1.832 2.156 0.174 -0.182 -0.029 -0.371
N 1.789 -1.201 1.023 -0.216 0.223 0.123 0.046
C 2.514 -1.853 0.057 0.193 -0.170 -0.030 -0.114
C 3.184 -2.893 0.618 0.033 0.006 -0.115 -0.087
N 2.843 -2.873 1.953 -0.109 0.129 0.016 0.091
H 0.547 -0.869 3.342 -0.062 0.001 0.075 0.067
H 2.124 -0.991 4.111 -0.024 0.022 0.003 0.085
H 1.095 -2.433 3.991 -0.022 0.015 -0.002 0.079
H 2.482 -1.535 -0.972 0.006 -0.024 -0.028 0.101
H 3.847 -3.630 0.205 0.007 -0.009 -0.016 0.102
H 3.152 -3.515 2.660 -0.003 -0.002 -0.003 0.151
N 3.400 4.888 4.058 0.012 0.032 0.004 0.060
C 3.221 3.762 3.853 0.041 0.178 0.061 -0.440
N 3.105 2.457 3.704 0.108 -0.153 -0.091 0.045
C 2.198 1.954 2.948 -0.268 -0.104 0.252 -0.350
N 1.381 1.370 2.351 0.057 0.077 -0.191 0.096
F -1.560 5.975 -2.057 0.006 0.027 0.022 0.008
C -1.087 4.822 -1.496 0.027 -0.091 0.036 -0.308
C -1.299 3.628 -2.150 -0.048 0.052 -0.082 -0.049
C -0.809 2.462 -1.570 -0.028 0.048 -0.046 -0.152
C -0.118 2.439 -0.353 0.192 -0.220 0.129 -0.190
C 0.059 3.690 0.252 -0.008 0.019 -0.004 -0.152
C -0.411 4.880 -0.296 -0.040 0.124 -0.049 -0.044
H -1.830 3.619 -3.095 -0.006 0.019 -0.005 0.102
H -0.977 1.532 -2.107 -0.007 -0.006 -0.031 0.073
H 0.588 3.754 1.198 0.001 0.028 0.011 0.067
H -0.258 5.835 0.193 -0.003 0.012 -0.010 0.105
```
Forces are in eV/Å.

4.
Below is a cluster of 2 separate species, CH2ClO3S in total, with properties calculated with wB97M-V/def2-TZVPD.

The HOMO energy (alpha / beta) comes out at -5.161 / -2.650 eV. The value obtained for the frontier orbital gap (alpha / beta) is 8.55 / 5.06 eV. The energy above the lowest of the compared OMol25 structures with the same formula, charge and spin comes out at 2.803 eV. As for the total charge: -1. The calculation puts the total energy at -30568.196 eV.

```
8
Properties=species:S:1:pos:R:3:forces:R:3:lowdin_charge:R:1
C -1.584 -0.845 -1.652 -0.344 2.181 -1.619 -0.454
O 0.502 -0.163 2.462 -0.445 0.045 1.414 -0.465
O 2.821 0.666 1.890 -1.043 0.469 0.517 -0.481
O 0.778 1.569 0.756 -0.356 1.408 -0.012 -0.465
S 1.389 0.497 1.520 1.784 -1.958 -1.955 0.419
Cl -0.410 -0.262 -2.766 -0.234 -0.404 0.141 0.498
H -1.246 -1.398 -0.869 1.221 -1.955 1.760 -0.042
H -2.249 -0.065 -1.341 -0.583 0.214 -0.247 -0.010
```
Forces are in eV/Å.

5.
Below is a cluster of 2 separate species, C9H12IP in total, with properties calculated with wB97M-V/def2-TZVPD.

The SMILES is IPc1ccccc1.C=CC. The HOMO energy comes out at -8.686 eV. The value obtained for the frontier orbital gap is 8.67 eV. The energy above the lowest of the compared OMol25 structures with the same formula, charge and spin comes out at 0.254 eV. As for the total charge: 0. The calculation puts the total energy at -26915.499 eV.

```
23
Properties=species:S:1:pos:R:3:forces:R:3:lowdin_charge:R:1
C -2.105 2.317 -0.496 -0.525 1.436 -1.234 -0.108
C -1.982 2.071 -1.842 0.914 -2.153 0.233 -0.097
C -1.671 1.426 0.427 1.214 -1.183 2.026 -0.069
C -1.410 0.890 -2.228 1.111 -2.075 -0.799 -0.114
C -0.955 0.246 0.055 -1.625 1.951 -0.500 -0.201
C -0.882 -0.044 -1.301 -0.719 0.000 0.078 -0.562
C 2.269 -1.048 2.744 0.779 2.841 -0.877 -0.107
C 2.237 -0.534 0.295 -1.743 1.429 0.080 -0.050
C 2.771 -1.141 1.335 1.305 -0.746 -0.950 -0.248
P -0.400 -1.756 -1.839 0.264 0.480 -0.482 0.445
I -1.643 -3.044 -0.214 -0.194 -0.372 0.150 0.364
H -2.539 3.302 -0.430 -0.367 -0.001 1.616 0.108
H -2.453 2.674 -2.540 -0.505 1.321 -1.254 0.086
H -1.846 1.582 1.513 0.254 0.096 -0.870 0.117
H -1.308 0.529 -3.268 -0.452 0.753 0.371 0.100
H -0.585 -0.387 0.830 -0.004 -0.473 0.214 0.045
H 1.808 -1.959 2.928 -0.521 -1.856 1.183 0.040
H 3.133 -0.751 3.406 -1.218 -0.618 -0.282 0.094
H 1.451 -0.272 2.771 0.947 -0.586 0.183 0.087
H -1.368 -1.890 -2.896 0.271 0.216 0.437 -0.109
H 1.361 0.133 0.396 0.678 -0.337 0.500 0.033
H 2.467 -0.545 -0.747 0.957 -0.658 -0.417 0.039
H 3.650 -1.802 1.103 -0.822 0.537 0.593 0.109
```
Forces are in eV/Å.

6.
Below is a cluster of 8 separate species, C37H87N3O8 in total, with properties calculated with wB97M-V/def2-TZVPD.

The SMILES is CC1(C)CCCC(C)(C)N1O.CC1(C)CCCC(C)(C)N1O.CC1(C)CCCC(C)(C)N1O.CCO.CCO.CCO.CCO.CCO. The HOMO energy comes out at -8.185 eV. The value obtained for the frontier orbital gap is 8.52 eV. The energy above the lowest of the compared OMol25 structures with the same formula, charge and spin comes out at 3.216 eV. As for the total charge: 0. The calculation puts the total energy at -60623.422 eV.

```
135
Properties=species:S:1:pos:R:3:forces:R:3:lowdin_charge:R:1
C -3.750 2.954 0.079 -0.045 -0.639 0.104 -0.067
C -5.115 2.851 0.803 0.967 -1.956 -0.616 -0.305
O -4.945 2.854 2.182 0.078 1.583 1.461 -0.076
H -3.066 3.732 0.418 -0.594 0.448 -0.194 0.050
H -3.792 2.859 -1.006 -0.324 0.641 -0.193 0.056
H -3.202 2.042 0.315 0.043 -0.301 0.406 0.044
H -5.414 1.808 0.704 -0.655 -0.028 -1.449 0.092
H -5.925 3.493 0.453 0.307 0.316 0.269 0.114
H -4.591 1.997 2.430 0.112 -0.327 0.265 0.047
C -2.887 -0.879 4.959 -1.110 0.273 1.383 -0.078
C -4.266 -0.586 4.341 1.416 -0.973 -1.433 -0.282
O -4.024 -0.065 3.057 -0.886 1.529 -1.370 -0.122
H -3.085 -1.045 6.018 0.424 0.093 0.321 0.067
H -2.220 -0.027 4.829 -0.047 -0.013 0.087 0.075
H -2.389 -1.785 4.615 -0.298 0.119 -0.470 0.070
H -4.945 0.136 4.795 0.418 -0.157 0.630 0.117
H -4.783 -1.529 4.164 -0.383 -0.182 0.604 0.104
H -3.236 -0.415 2.636 0.502 -0.515 0.134 0.031
C -4.460 -1.231 -0.335 0.006 0.378 -0.977 -0.058
C -5.071 -1.213 -1.743 0.586 -0.714 0.499 -0.322
O -6.428 -1.607 -1.716 -0.364 0.427 0.073 -0.067
H -3.380 -1.212 -0.476 0.187 -0.150 0.178 0.053
H -4.746 -2.136 0.201 -0.023 0.164 0.095 0.087
H -4.694 -0.320 0.216 -0.309 -0.249 0.202 0.054
H -4.579 -1.966 -2.360 0.582 -0.024 -0.096 0.097
H -4.896 -0.250 -2.224 -0.262 0.196 0.063 0.086
H -6.667 -1.719 -2.639 -0.381 -0.051 0.022 0.080
C 0.508 0.144 2.308 1.025 2.259 0.703 -0.071
C -0.802 0.249 1.580 0.157 -0.680 0.507 -0.272
O -1.471 -0.918 2.068 -1.089 0.484 -0.782 -0.114
H 0.326 0.180 3.382 -0.149 -0.570 0.045 0.084
H 1.132 1.030 2.196 0.171 0.290 -0.454 0.061
H 1.166 -0.688 2.058 -0.564 -0.268 -0.176 0.058
H -0.669 0.373 0.505 0.005 -0.929 -0.422 0.089
H -1.469 1.092 1.762 0.419 0.282 0.897 0.102
H -1.285 -1.653 1.480 -0.187 -0.607 -0.177 0.031
C -1.878 -3.914 -1.633 0.524 0.549 -0.442 -0.058
C -0.932 -3.076 -0.795 -0.172 -0.789 -0.853 -0.309
O -1.423 -3.135 0.507 0.250 0.607 1.444 -0.090
H -2.899 -3.578 -1.450 -0.081 -0.165 -0.031 0.066
H -1.716 -4.941 -1.307 -0.352 -0.172 -0.288 0.086
H -1.662 -3.798 -2.695 -0.036 -0.278 -0.058 0.081
H -0.841 -2.043 -1.129 -0.270 0.163 0.127 0.092
H 0.066 -3.512 -0.837 0.205 0.003 -0.012 0.098
H -2.035 -3.864 0.630 0.036 -0.028 -0.100 0.105
C -3.180 1.081 -4.005 -0.241 1.138 -1.546 -0.039
C -1.672 1.286 -3.829 0.152 0.128 -0.283 -0.501
C -1.302 0.582 -2.556 2.363 -0.379 1.351 -0.134
C 0.267 0.504 -2.328 -0.725 -1.362 -1.350 -0.137
C 0.783 -0.351 -3.514 0.334 0.879 -0.361 -0.127
C 0.477 0.269 -4.920 -0.154 -0.869 -0.143 -0.484
N -0.938 0.672 -4.977 -0.128 -0.936 1.850 -0.110
O -1.305 1.207 -6.216 -0.059 0.086 -0.009 -0.006
C 1.494 1.375 -5.211 -0.108 0.939 -0.155 -0.037
C 0.695 -0.850 -5.982 -0.014 -0.007 0.751 -0.022
C -1.379 2.786 -3.684 0.254 0.026 -0.208 -0.012
H -3.466 1.705 -4.852 -0.150 0.304 -0.101 0.077
H -3.758 1.485 -3.173 0.158 -0.319 0.214 0.073
H -3.536 0.111 -4.351 0.436 -0.421 0.677 0.087
H -1.727 1.017 -1.651 -0.398 0.544 -0.267 0.102
H -1.682 -0.440 -2.546 0.060 -0.229 -0.275 0.105
H 0.491 -0.055 -1.419 -0.067 0.152 0.203 0.086
H 0.824 1.440 -2.287 -0.447 0.195 0.032 0.081
H 0.422 -1.376 -3.424 -0.431 0.044 -0.153 0.101
H 1.869 -0.450 -3.526 0.188 0.044 0.329 0.116
H 1.354 1.916 -6.146 -0.662 -0.190 -0.185 0.086
H 1.435 2.149 -4.446 0.350 -0.046 0.174 0.062
H 2.515 1.014 -5.337 0.011 -0.270 0.588 0.081
H 0.447 -1.838 -5.594 -0.270 0.019 0.189 0.072
H 0.077 -0.702 -6.868 0.495 0.199 -0.144 0.075
H 1.766 -0.895 -6.182 -0.104 0.034 -0.544 0.080
H -1.860 3.178 -2.788 -0.301 0.180 -0.154 0.077
H -1.673 3.318 -4.589 -0.305 0.092 0.138 0.089
H -0.317 3.001 -3.568 0.096 -0.254 0.069 0.061
H -1.758 0.433 -6.557 -0.291 0.296 -0.659 0.100
C 3.227 -3.147 2.569 0.482 -0.352 -0.980 -0.026
C 2.236 -4.335 2.643 -0.242 -0.125 -0.064 -0.462
C 1.901 -4.803 1.189 0.293 0.245 0.559 -0.155
C 3.011 -5.562 0.471 -0.429 0.188 0.869 -0.174
C 3.498 -6.819 1.303 -0.615 2.670 -1.570 -0.107
C 3.871 -6.403 2.746 0.266 0.333 0.791 -0.448
N 2.810 -5.500 3.344 -1.073 -1.506 -2.474 -0.142
O 2.887 -5.360 4.700 0.496 0.137 0.638 0.003
C 3.897 -7.728 3.530 0.373 -0.627 -0.140 -0.053
C 5.306 -5.761 2.842 -0.055 0.058 -0.523 -0.028
C 0.917 -3.838 3.336 0.758 -0.609 -0.095 -0.016
H 4.044 -3.412 1.898 0.067 -0.171 -0.102 0.053
H 3.752 -2.859 3.480 -0.561 0.074 0.337 0.085
H 2.784 -2.289 2.062 -0.227 0.206 0.460 0.066
H 1.008 -5.427 1.155 -0.207 0.054 0.426 0.118
H 1.702 -3.916 0.588 -0.241 0.202 0.104 0.098
H 3.779 -4.819 0.253 0.588 -0.366 0.141 0.098
H 2.559 -5.767 -0.499 0.355 -0.728 -0.145 0.104
H 4.324 -7.181 0.691 0.332 -0.474 0.689 0.114
H 2.681 -7.540 1.260 0.083 -0.111 0.391 0.117
H 4.371 -8.498 2.921 0.252 0.121 -0.422 0.077
H 4.514 -7.752 4.428 -0.418 0.470 0.289 0.080
H 2.909 -8.158 3.694 -0.141 0.495 0.333 0.089
H 6.073 -6.460 2.507 -0.078 -0.262 0.070 0.081
H 5.478 -4.863 2.249 -0.455 -0.078 -0.371 0.060
H 5.614 -5.429 3.834 -0.382 -0.371 0.393 0.075
H 0.134 -4.593 3.410 0.190 -0.339 -0.271 0.083
H 0.505 -3.014 2.753 0.110 0.152 0.162 0.057
H 1.119 -3.553 4.368 0.071 0.348 -0.137 0.077
H 3.661 -4.804 4.824 0.409 0.365 0.664 0.085
C 3.939 6.211 1.735 -1.056 -0.527 0.718 -0.044
C 2.895 6.005 0.621 -0.021 0.674 -0.134 -0.441
C 3.451 4.947 -0.344 0.763 -0.603 -0.373 -0.140
C 2.446 4.214 -1.232 0.249 1.095 -0.789 -0.190
C 1.252 3.735 -0.499 -0.480 0.434 0.788 -0.148
C 0.600 4.833 0.395 0.035 -1.624 -0.094 -0.519
N 1.640 5.419 1.240 2.042 -1.467 -1.107 -0.120
O 1.132 6.094 2.309 -0.278 0.768 0.707 0.004
C -0.145 5.831 -0.426 -0.180 0.386 -0.464 -0.027
C -0.455 4.089 1.208 0.563 -0.845 0.962 -0.037
C 2.708 7.391 -0.138 -0.868 -0.713 -0.286 -0.017
H 3.442 6.812 2.496 0.284 0.133 0.147 0.076
H 4.903 6.659 1.495 -0.285 0.087 -0.594 0.086
H 4.129 5.232 2.178 0.072 -0.004 0.168 0.080
H 4.188 5.447 -0.973 -0.059 0.212 -0.208 0.116
H 4.091 4.237 0.180 -0.366 -0.232 0.498 0.112
H 2.808 3.360 -1.805 0.764 0.097 0.121 0.112
H 2.162 4.940 -1.994 -0.317 0.075 -0.267 0.105
H 1.578 2.891 0.109 -0.234 -0.042 0.402 0.122
H 0.512 3.354 -1.203 -0.215 0.054 0.021 0.097
H 0.518 6.219 -1.200 -0.441 0.405 -0.070 0.080
H -1.035 5.365 -0.849 0.098 0.013 -0.312 0.088
H -0.533 6.593 0.250 0.075 0.499 -0.255 0.087
H -1.069 3.467 0.558 -0.105 0.406 -0.215 0.057
H 0.034 3.348 1.840 0.211 0.076 0.295 0.081
H -1.075 4.689 1.875 -0.051 0.186 -0.265 0.096
H 3.368 8.229 0.087 0.279 -0.399 0.484 0.075
H 1.691 7.763 -0.017 -0.020 0.084 0.170 0.059
H 2.812 7.215 -1.209 -0.020 0.019 -0.131 0.068
H 0.523 6.737 1.940 -0.323 0.697 0.106 0.085
```
Forces are in eV/Å.